(1)
{
  "formula": "C5H4N2O",
  "method": "the ωB97M-V functional and the def2-TZVPD basis",
  "spin_multiplicity": 1,
  "lumo_ev": -0.01,
  "smiles": "O=C1Cn2nccc21",
  "homo_energy_ev": -9.8,
  "homo_lumo_gap_ev": 9.81,
  "elements": ["O", "C", "C", "N", "N", "C", "C", "C", "H", "H", "H", "H"],
  "positions_angstrom": [[1.48, -2.16, -0.09], [0.82, -1.18, 0.30], [0.98, -0.11, 1.29], [0.01, 0.63, 0.48], [-0.78, 1.65, 0.35], [-1.41, 1.45, -0.78], [-1.13, 0.18, -1.33], [-0.20, -0.37, -0.38], [0.65, -0.52, 2.16], [2.01, 0.36, 1.42], [-1.97, 2.24, -1.05], [-1.51, -0.59, -2.17]],
  "lowdin_charge": [0.09, -0.30, 0.00, -0.10, 0.09, -0.15, 0.02, -0.13, 0.10, 0.17, 0.07, 0.14]
}

(2)
{
  "formula": "C5H4N2O",
  "method": "the ωB97M-V functional and the def2-TZVPD basis",
  "spin_multiplicity": 1,
  "lumo_ev": 0.65,
  "smiles": "C#C[C@H]1N=CNC1=O",
  "homo_energy_ev": -9.9,
  "homo_lumo_gap_ev": 10.54,
  "elements": ["C", "C", "C", "N", "C", "N", "C", "O", "H", "H", "H", "H"],
  "positions_angstrom": [[1.18, -2.35, -1.01], [1.02, -1.24, -0.58], [0.71, 0.11, -0.10], [0.09, 0.96, -1.16], [-1.00, 1.26, -0.58], [-1.25, 0.99, 0.76], [-0.13, 0.27, 1.24], [0.12, -0.35, 2.24], [1.49, -3.35, -1.11], [1.65, 0.57, 0.06], [-1.77, 1.87, -0.98], [-2.10, 1.26, 1.21]],
  "lowdin_charge": [0.13, -0.07, -0.25, 0.12, -0.21, 0.14, -0.37, 0.11, 0.03, 0.13, 0.11, 0.15]
}

(3)
{
  "formula": "C5H4N2O3",
  "method": "the ωB97M-V functional and the def2-TZVPD basis",
  "spin_multiplicity": 1,
  "lumo_ev": -1.01,
  "smiles": "O=C=C/C=C\\C=N\\[N+](=O)[O-]",
  "homo_energy_ev": -9.1,
  "homo_lumo_gap_ev": 8.08,
  "elements": ["O", "C", "C", "C", "C", "C", "N", "N", "O", "O", "H", "H", "H", "H"],
  "positions_angstrom": [[2.44, -0.16, -0.95], [1.28, -0.14, -1.01], [0.17, -0.19, -1.80], [-1.16, -0.06, -1.45], [-1.63, 0.14, -0.15], [-0.80, 0.18, 0.94], [0.51, 0.06, 0.83], [1.31, 0.03, 1.95], [2.49, -0.07, 1.76], [0.77, 0.12, 3.03], [0.41, -0.35, -2.85], [-1.89, -0.12, -2.24], [-2.69, 0.25, 0.01], [-1.20, 0.31, 1.94]],
  "lowdin_charge": [0.18, -0.20, -0.06, -0.07, -0.09, -0.08, 0.09, -0.43, 0.11, 0.07, 0.12, 0.12, 0.10, 0.13]
}

(4)
{
  "formula": "C5H4N2S",
  "method": "the ωB97M-V functional and the def2-TZVPD basis",
  "spin_multiplicity": 1,
  "lumo_ev": -1.41,
  "smiles": "S=Cc1cncnc1",
  "homo_energy_ev": -9.2,
  "homo_lumo_gap_ev": 7.84,
  "elements": ["S", "C", "C", "C", "N", "C", "N", "C", "H", "H", "H", "H"],
  "positions_angstrom": [[3.23, -0.45, -0.03], [2.05, 0.69, -0.04], [0.58, 0.24, -0.05], [0.17, -1.17, -0.07], [-1.00, -1.62, -0.14], [-2.01, -0.64, 0.08], [-1.84, 0.68, -0.04], [-0.55, 1.03, -0.16], [2.02, 1.72, 0.28], [1.01, -1.87, 0.01], [-3.02, -0.77, 0.28], [-0.64, 2.16, -0.12]],
  "lowdin_charge": [0.70, -0.56, -0.24, -0.16, 0.09, -0.11, 0.06, -0.13, 0.05, 0.08, 0.09, 0.13]
}

(5)
{
  "formula": "C5H4N3OS",
  "method": "the ωB97M-V functional and the def2-TZVPD basis",
  "spin_multiplicity": 1,
  "lumo_ev": -5.68,
  "total_charge": 1,
  "homo_energy_ev": -13.1,
  "homo_lumo_gap_ev": 7.38,
  "elements": ["C", "C", "C", "C", "C", "N", "N", "N", "O", "S", "H", "H", "H", "H"],
  "positions_angstrom": [[0.99, -1.65, -0.63], [0.73, -0.72, -1.61], [1.33, -1.07, 0.59], [0.89, 0.60, -1.13], [0.74, 1.75, -1.80], [-2.46, 4.20, 1.76], [-1.20, 2.29, 1.67], [-1.85, 3.19, 1.84], [0.63, 2.72, -2.37], [1.35, 0.61, 0.58], [0.92, -2.72, -0.78], [0.45, -0.94, -2.62], [1.58, -1.61, 1.49], [-3.04, 4.58, 2.48]],
  "lowdin_charge": [-0.11, -0.02, -0.31, -0.44, -0.06, 0.13, 0.15, -0.32, 0.36, 1.15, 0.13, 0.14, 0.10, 0.10]
}

(6)
{
  "formula": "C5H4N4O",
  "method": "the ωB97M-V functional and the def2-TZVPD basis",
  "spin_multiplicity": 1,
  "lumo_ev": -0.36,
  "smiles": "[O-][n+]1c[nH]cc2ncnc1-2",
  "homo_energy_ev": -8.4,
  "homo_lumo_gap_ev": 8.06,
  "elements": ["O", "N", "C", "N", "C", "C", "N", "C", "N", "C", "H", "H", "H", "H"],
  "positions_angstrom": [[0.47, -2.62, 0.21], [0.56, -1.47, 0.25], [1.65, -0.93, -0.20], [1.67, 0.36, -0.71], [0.55, 1.21, -0.76], [-0.60, 0.79, -0.17], [-1.82, 1.38, 0.12], [-2.40, 0.54, 0.94], [-1.70, -0.70, 1.06], [-0.55, -0.53, 0.42], [2.49, -1.63, -0.36], [2.65, 0.68, -0.88], [0.44, 2.21, -1.22], [-3.41, 0.72, 1.31]],
  "lowdin_charge": [0.03, -0.25, -0.06, 0.07, 0.02, -0.27, 0.08, -0.16, 0.12, -0.16, 0.16, 0.17, 0.14, 0.11]
}

(7)
{
  "formula": "C5H4N4O2",
  "method": "the ωB97M-V functional and the def2-TZVPD basis",
  "spin_multiplicity": 1,
  "lumo_ev": 6.29,
  "total_charge": -2,
  "homo_energy_ev": -1.1,
  "homo_lumo_gap_ev": 7.40,
  "elements": ["C", "C", "C", "C", "C", "N", "N", "N", "N", "O", "O", "H", "H", "H", "H"],
  "positions_angstrom": [[1.34, -0.48, 0.13], [-2.50, -0.69, 0.03], [-1.31, -0.16, -0.45], [-0.02, 1.88, -0.13], [-0.18, 0.34, 0.29], [2.05, -0.73, 1.20], [1.91, -0.86, -0.96], [3.14, -1.34, 0.71], [3.06, -1.40, -0.59], [-0.44, 2.14, -1.30], [0.42, 2.75, 0.69], [-3.28, -0.88, -0.61], [-2.51, -1.10, 1.05], [-1.42, 0.23, -1.53], [-0.26, 0.31, 1.47]],
  "lowdin_charge": [-0.43, -0.04, -0.20, -0.67, -0.17, -0.05, -0.05, -0.20, -0.19, -0.13, -0.13, -0.03, 0.03, 0.12, 0.14]
}

(8)
{
  "formula": "C5H4NO2S2",
  "method": "the ωB97M-V functional and the def2-TZVPD basis",
  "spin_multiplicity": 3,
  "lumo_ev": [2.97, 1.75],
  "total_charge": -1,
  "homo_energy_ev": [-1.8, -4.4],
  "s2": 2.022,
  "homo_lumo_gap_ev": [4.80, 6.14],
  "elements": ["C", "C", "C", "C", "C", "N", "O", "O", "S", "S", "H", "H", "H", "H"],
  "positions_angstrom": [[-2.76, -0.54, -0.51], [-1.56, 0.21, -0.57], [-2.47, -1.70, 0.26], [-0.52, -0.20, 0.20], [1.83, 0.87, 0.37], [1.92, 2.08, 0.35], [4.13, -0.04, 1.35], [3.95, 0.47, -0.98], [-0.90, -1.76, 0.92], [3.40, -0.34, 0.12], [-3.67, -0.29, -0.95], [-1.43, 1.23, -1.00], [-3.16, -2.69, 0.44], [1.24, 2.68, -0.01]],
  "lowdin_spin": [0.02, 0.06, -0.01, 0.72, 0.49, 0.21, 0.14, 0.11, 0.05, 0.14, 0.00, 0.01, 0.01, 0.04]
}

(9)
{
  "formula": "C5H4NaO4",
  "method": "the ωB97M-V functional and the def2-TZVPD basis",
  "spin_multiplicity": 2,
  "lumo_ev": [-10.27, -10.27],
  "total_charge": 2,
  "homo_energy_ev": [-17.8, -17.3],
  "s2": 0.760,
  "homo_lumo_gap_ev": [7.57, 6.98],
  "elements": ["C", "C", "H", "H", "O", "C", "O", "O", "Na", "C", "C", "O", "H", "H"],
  "positions_angstrom": [[0.77, 2.63, -1.35], [1.61, 2.38, -2.19], [2.37, 2.14, -2.91], [1.48, 0.64, -0.79], [-0.42, 0.18, 0.30], [0.62, -0.74, 0.20], [0.51, -1.86, 0.63], [1.63, -0.25, -0.42], [1.07, -3.95, 1.09], [-1.62, -0.05, 1.08], [-2.23, -0.50, -0.01], [-1.79, -0.17, 2.33], [-2.90, -0.69, -0.85], [-1.11, 0.26, 2.88]],
  "lowdin_spin": [0.50, 0.49, 0.02, 0.00, 0.00, 0.00, 0.00, 0.00, 0.00, 0.00, 0.00, 0.00, 0.00, 0.00]
}

(10)
{
  "formula": "C5H4O",
  "method": "the ωB97M-V functional and the def2-TZVPD basis",
  "spin_multiplicity": 1,
  "lumo_ev": 0.39,
  "smiles": "C#CC#CCO",
  "homo_energy_ev": -9.4,
  "homo_lumo_gap_ev": 9.81,
  "elements": ["C", "C", "C", "C", "C", "O", "H", "H", "H", "H"],
  "positions_angstrom": [[-0.49, -0.89, 2.55], [-0.79, -1.25, 1.43], [-0.90, -1.19, 0.05], [-0.57, -0.46, -0.86], [0.10, 0.80, -1.22], [1.27, 0.70, -1.98], [-0.20, -0.50, 3.49], [-0.57, 1.51, -1.72], [0.30, 1.19, -0.21], [1.85, 0.08, -1.52]],
  "lowdin_charge": [0.12, -0.16, -0.06, 0.03, -0.27, -0.05, 0.03, 0.12, 0.13, 0.10]
}

For reference, relative energy (zero: lowest compared OMol25 entry of this formula, charge and spin) by record: 66.3; 42.7; 91.5; 41.1; 0.0; 82.5; 26.6; 47.3; 3.5; 84.8 kcal per mole.